An isolated molecule of C15H20N2S in a non-equilibrium geometry, computed with wB97M-V/def2-TZVPD.

As for the highest occupied orbital energy: -7.8260 eV. Its SMILES is Nc1c2c(nc3c1[C@H]1CCCC[C@@H]1S3)CCCC2. The spin multiplicity is 1. The value obtained for the HOMO-LUMO gap is 8.54 eV. As for the energy relative to the best compared isomer or geometry (same formula, charge and spin): 1.831 eV. The total energy is -1091.2455 Eh.

CARTESIAN COORDINATES (ANGSTROEM)
N 0.809 -1.396 1.891
S -1.563 -0.243 2.658
C -0.209 -0.520 1.600
C 1.826 -1.343 0.973
C 0.789 0.235 -0.400
C 1.929 -0.511 -0.121
C -0.299 0.220 0.439
N 0.953 1.025 -1.496
C 2.856 -2.418 1.215
C 3.047 -0.573 -1.042
C 3.931 -2.556 0.145
C 4.271 -1.122 -0.262
C -3.910 2.201 0.209
C -3.604 1.493 -1.158
C -3.842 1.188 1.260
C -2.079 0.991 -1.225
C -2.542 0.283 1.203
C -1.581 1.020 0.254
H 1.765 1.072 -2.075
H 0.104 1.370 -1.938
H 3.357 -2.141 2.173
H 2.340 -3.439 1.421
H 3.309 0.392 -1.430
H 2.929 -1.226 -1.856
H 3.575 -3.041 -0.787
H 4.797 -3.055 0.566
H 4.996 -1.123 -1.066
H 4.673 -0.379 0.545
H -4.966 2.545 0.045
H -3.207 3.054 0.414
H -4.343 0.606 -1.242
H -3.753 2.232 -1.881
H -4.695 0.545 1.188
H -4.062 1.694 2.199
H -2.102 -0.015 -1.698
H -1.464 1.610 -1.933
H -2.687 -0.696 0.683
H -1.346 2.021 0.530

And the Löwdin charges, in e, turn out to be: N 0.11; S 0.99; C -0.55; C -0.23; C -0.21; C -0.14; C -0.17; N 0.15; C -0.15; C -0.17; C -0.20; C -0.19; C -0.24; C -0.16; C -0.22; C -0.12; C -0.48; C -0.29; H 0.08; H 0.06; H 0.12; H 0.14; H 0.10; H 0.11; H 0.12; H 0.10; H 0.09; H 0.16; H 0.13; H 0.13; H 0.14; H 0.07; H 0.10; H 0.11; H 0.13; H 0.10; H 0.12; H 0.14



A structure of composition C15H20N4O4Os in a non-equilibrium geometry, computed with wB97M-V/def2-TZVPD.

As for the highest occupied orbital energy (alpha / beta): -16.0145 / -15.9828 eV. Its total charge is +2. The spin multiplicity is 5. The value obtained for the HOMO-LUMO gap (alpha / beta) is 9.12 / 6.09 eV. The total energy is -1193.5835 Eh.

CARTESIAN COORDINATES (ANGSTROEM)
Os -1.671 -0.740 -1.610
C -1.850 -0.316 3.062
C -1.721 0.075 1.622
O -1.604 -0.822 0.785
C -1.731 1.511 1.263
C -1.948 2.491 2.207
C -1.971 3.852 1.874
C -1.792 4.258 0.547
C -1.569 3.320 -0.425
C -1.540 1.928 -0.107
O -1.341 1.100 -1.057
H -1.756 -1.394 3.152
H -2.837 -0.018 3.425
H -1.088 0.169 3.672
H -2.120 2.206 3.236
H -2.133 4.590 2.648
H -1.834 5.306 0.285
H -1.418 3.593 -1.462
C 4.650 -1.694 0.922
C 4.329 -0.440 0.113
C 3.341 0.478 0.830
C 3.866 -0.748 -1.341
N 2.449 -1.117 -1.443
C 1.464 -0.399 -1.967
N 0.335 -1.047 -1.717
N 0.664 -2.167 -1.018
N 1.917 -2.202 -0.848
H 4.985 -1.428 1.924
H 5.432 -2.282 0.439
H 3.784 -2.340 1.030
H 5.262 0.113 -0.023
H 2.415 -0.048 1.083
H 3.102 1.360 0.229
H 3.776 0.827 1.766
H 4.473 -1.548 -1.760
H 3.981 0.142 -1.956
H 1.570 0.514 -2.530
C -4.804 -2.811 -2.584
C -3.628 -2.011 -2.218
O -2.413 -2.434 -2.338
O -3.691 -0.816 -1.747
H -4.507 -3.686 -3.154
H -5.512 -2.196 -3.139
H -5.316 -3.127 -1.671

And the Löwdin charges, in e, turn out to be: Os 1.79; C 0.03; C -0.32; O -0.02; C -0.05; C 0.04; C 0.04; C 0.00; C 0.07; C -0.26; O -0.17; H 0.11; H 0.12; H 0.11; H 0.13; H 0.14; H 0.14; H 0.14; C -0.06; C -0.39; C -0.07; C -0.07; N -0.06; C -0.06; N -0.18; N 0.03; N 0.13; H 0.09; H 0.09; H 0.07; H 0.14; H 0.07; H 0.08; H 0.09; H 0.14; H 0.13; H 0.16; C 0.06; C -0.58; O -0.12; O -0.10; H 0.11; H 0.12; H 0.13



An isolated molecule of C15H20N4O4S2 in a non-equilibrium geometry, computed with wB97M-V/def2-TZVPD.

As for the highest occupied orbital energy: -8.5017 eV. Its SMILES is CCN(c1ccc(OC)cc1)S(=O)(=O)c1nnc(NC(=O)C(C)C)s1. The spin multiplicity is 1. The value obtained for the HOMO-LUMO gap is 8.65 eV. As for the energy relative to the best compared isomer or geometry (same formula, charge and spin): 0.544 eV. The total energy is -1899.9069 Eh.

CARTESIAN COORDINATES (ANGSTROEM)
C 1.826 3.965 -0.007
C 2.025 2.469 0.207
N 0.986 1.670 -0.421
S -0.414 1.510 0.439
O -0.826 2.714 1.095
O -1.373 0.784 -0.333
C 0.122 0.365 1.707
N 1.110 0.479 2.518
N 1.262 -0.542 3.339
C 0.376 -1.482 3.177
N 0.420 -2.589 3.960
C -0.337 -3.749 4.071
O 0.016 -4.569 4.880
C -1.567 -3.879 3.204
C -1.938 -5.352 3.052
H -2.858 -5.449 2.483
H -2.076 -5.803 4.031
H -1.148 -5.893 2.538
H -1.367 -3.452 2.218
C -2.703 -3.100 3.878
H -2.443 -2.052 4.009
H -3.600 -3.157 3.267
H -2.918 -3.530 4.853
H 1.200 -2.565 4.615
S -0.776 -1.114 1.890
C 0.895 1.670 -1.833
C 1.856 0.999 -2.584
C 1.771 0.980 -3.959
C 0.715 1.616 -4.615
C -0.247 2.283 -3.862
C -0.146 2.315 -2.482
H -0.888 2.835 -1.896
H -1.075 2.786 -4.335
O 0.721 1.528 -5.972
C -0.326 2.133 -6.692
H -1.298 1.710 -6.420
H -0.122 1.922 -7.740
H -0.345 3.217 -6.539
H 2.509 0.468 -4.554
H 2.668 0.494 -2.083
H 2.986 2.148 -0.204
H 1.997 2.228 1.270
H 2.622 4.517 0.486
H 1.838 4.201 -1.070
H 0.871 4.269 0.413

And the Löwdin charges, in e, turn out to be: C -0.07; C -0.23; N -0.20; S 0.62; O -0.26; O -0.29; C -0.62; N -0.02; N 0.01; C -0.55; N 0.13; C -0.44; O 0.11; C -0.37; C -0.06; H 0.08; H 0.08; H 0.09; H 0.08; C -0.06; H 0.06; H 0.09; H 0.09; H 0.17; S 1.14; C -0.28; C 0.00; C 0.01; C -0.27; C 0.00; C -0.02; H 0.12; H 0.11; O -0.08; C -0.09; H 0.10; H 0.09; H 0.10; H 0.12; H 0.12; H 0.12; H 0.09; H 0.08; H 0.08; H 0.06



A cluster of 2 separate species, C15H20N4O5 in total, computed with wB97M-V/def2-TZVPD.

As for the highest occupied orbital energy: -8.0747 eV. Its SMILES is N[C@@H](Cc1c[nH]c2ccccc12)C(=O)O.NC(=O)C[C@H](N)C(=O)O. The spin multiplicity is 1. The value obtained for the HOMO-LUMO gap is 8.46 eV. As for the energy relative to the best compared isomer or geometry (same formula, charge and spin): 0.000 eV. The total energy is -1178.9041 Eh.

CARTESIAN COORDINATES (ANGSTROEM)
C 0.889 0.578 -2.085
C -0.180 1.262 -2.929
C 1.667 -0.469 -2.907
C 0.816 -1.608 -3.391
C 0.504 -2.744 -2.698
C 0.146 -1.719 -4.666
C -0.548 -2.947 -4.668
C 0.085 -0.903 -5.809
C -1.301 -3.380 -5.765
C -0.655 -1.326 -6.896
C -1.345 -2.554 -6.873
C -0.673 2.397 6.039
C -1.546 2.115 4.832
C 0.299 1.204 6.178
C 1.326 1.421 7.281
H -0.373 -0.689 -1.171
H -0.152 0.682 -0.348
H 1.599 1.359 -1.790
H 2.462 -0.847 -2.255
H 2.148 0.028 -3.757
H 0.816 -3.048 -1.707
H -0.673 -4.448 -3.169
H 0.612 0.049 -5.830
H -1.831 -4.328 -5.748
H -0.710 -0.704 -7.785
H -1.921 -2.859 -7.742
H -0.420 2.273 -4.481
H -2.215 1.907 7.257
H -0.957 2.681 8.011
H -0.082 3.294 5.832
H 0.813 1.018 5.226
H -0.278 0.301 6.417
H 3.133 0.716 7.915
H 2.584 -0.009 6.436
H -1.548 2.169 2.966
N 0.345 -0.028 -0.884
N -0.315 -3.552 -3.455
N -1.531 2.653 7.174
N 2.431 0.632 7.196
O -1.361 1.277 -2.679
O 0.338 1.889 -4.008
O -2.641 1.609 4.876
O 1.176 2.223 8.189
O -0.933 2.427 3.673

And the Löwdin charges, in e, turn out to be: C -0.32; C -0.49; C -0.10; C -0.17; C -0.05; C -0.12; C -0.21; C -0.03; C -0.02; C -0.10; C -0.10; C -0.32; C -0.50; C -0.06; C -0.53; H 0.07; H 0.08; H 0.15; H 0.12; H 0.12; H 0.13; H 0.15; H 0.10; H 0.11; H 0.10; H 0.10; H 0.13; H 0.08; H 0.07; H 0.15; H 0.12; H 0.14; H 0.11; H 0.10; H 0.13; N 0.06; N 0.08; N 0.07; N 0.16; O 0.11; O 0.09; O 0.11; O 0.05; O 0.11



A structure of composition C15H20NS6Ti in a non-equilibrium geometry, computed with wB97M-V/def2-TZVPD.

As for the highest occupied orbital energy (alpha / beta): -14.1507 / -14.1905 eV. Its total charge is +2. The spin multiplicity is 2. The value obtained for the HOMO-LUMO gap (alpha / beta) is 6.92 / 7.19 eV. The total energy is -3876.5033 Eh.

CARTESIAN COORDINATES (ANGSTROEM)
Ti 0.162 -0.401 -0.380
C 0.121 3.054 -0.327
C -1.031 2.722 -1.266
S -1.790 1.136 -0.754
C -2.520 0.488 -2.303
C -2.779 -1.000 -2.125
S -1.327 -1.996 -1.625
C -0.414 -2.316 -3.179
C 0.419 -1.164 -3.719
S 1.642 -0.596 -2.470
C 1.845 1.183 -2.868
C 2.410 1.892 -1.647
S 1.401 1.763 -0.126
H -0.250 3.218 0.685
H 0.628 3.964 -0.647
H -0.722 2.647 -2.306
H -1.794 3.496 -1.189
H -1.850 0.705 -3.132
H -3.465 1.005 -2.471
H -3.196 -1.442 -3.028
H -3.492 -1.163 -1.315
H -1.139 -2.641 -3.925
H 0.217 -3.171 -2.931
H -0.191 -0.312 -4.009
H 0.979 -1.501 -4.591
H 0.885 1.584 -3.184
H 2.551 1.266 -3.695
H 2.577 2.949 -1.850
H 3.369 1.452 -1.369
S -0.496 -0.378 1.937
C 0.278 -1.870 1.609
N 0.987 -1.954 0.478
C 1.481 -3.248 0.275
C 2.272 -3.697 -0.779
C 2.673 -5.021 -0.792
C 2.306 -5.897 0.230
C 1.536 -5.460 1.293
C 1.130 -4.134 1.301
S 0.163 -3.320 2.512
H 2.605 -3.010 -1.545
H 3.298 -5.381 -1.598
H 2.639 -6.925 0.194
H 1.261 -6.128 2.098

And the Löwdin charges, in e, turn out to be: Ti 0.24; C -0.44; C -0.43; S 0.89; C -0.44; C -0.45; S 0.93; C -0.44; C -0.43; S 0.93; C -0.44; C -0.45; S 0.90; H 0.10; H 0.11; H 0.08; H 0.10; H 0.07; H 0.11; H 0.11; H 0.10; H 0.11; H 0.08; H 0.07; H 0.10; H 0.07; H 0.11; H 0.11; H 0.09; S 0.68; C -1.09; N -0.19; C -0.29; C -0.03; C -0.05; C -0.04; C -0.05; C -0.43; S 1.16; H 0.08; H 0.12; H 0.12; H 0.13



An isolated molecule of C15H20O5 in a non-equilibrium geometry, computed with wB97M-V/def2-TZVPD.

As for the highest occupied orbital energy: -9.9716 eV. Its SMILES is CC1(C)CC[C@H](O)[C@]23C(=O)O[C@H](O)[C@H]2C(C=O)=CC[C@@H]13. The spin multiplicity is 1. The value obtained for the HOMO-LUMO gap is 10.04 eV. As for the energy relative to the best compared isomer or geometry (same formula, charge and spin): 0.000 eV. The total energy is -959.7641 Eh.

CARTESIAN COORDINATES (ANGSTROEM)
O 2.938 -3.429 0.865
O -2.281 -0.904 -0.971
O -0.788 -3.045 2.036
O -1.276 -2.755 -0.071
O -0.708 -0.573 2.945
C 2.947 -2.732 -0.137
C -1.398 -1.429 -0.288
C 1.874 -1.072 -1.526
C 1.821 -1.787 -0.361
C 0.639 2.956 -1.005
C -1.458 2.001 -1.857
C -1.117 2.336 0.613
C 0.863 -0.023 -1.788
C -0.430 1.903 -0.676
C -0.763 1.522 1.882
C -0.173 -2.937 0.769
C 0.340 0.568 -0.472
C 0.716 -1.677 0.699
C -0.326 -0.533 0.403
C -1.073 0.036 1.682
H -1.379 -3.810 1.983
H -0.788 -1.551 2.913
H 3.656 -2.826 -0.953
H 2.617 -1.240 -2.290
H 1.359 2.999 -0.191
H 1.185 2.755 -1.917
H 0.218 3.966 -1.087
H -2.354 1.437 -1.657
H -1.739 3.017 -1.976
H -1.049 1.611 -2.806
H -2.185 2.292 0.494
H -0.898 3.391 0.862
H 1.312 0.723 -2.428
H 0.003 -0.405 -2.337
H 0.292 1.645 2.110
H -1.319 1.930 2.722
H 0.453 -3.802 0.515
H 1.247 0.868 0.083
H 1.189 -1.489 1.666
H -2.169 0.060 1.553

And the Löwdin charges, in e, turn out to be: O 0.05; O 0.11; O 0.03; O 0.12; O -0.04; C -0.20; C -0.36; C 0.02; C -0.12; C -0.06; C -0.03; C -0.13; C -0.13; C -0.47; C -0.12; C -0.30; C -0.17; C -0.09; C -0.14; C -0.25; H 0.13; H 0.06; H 0.12; H 0.12; H 0.09; H 0.07; H 0.09; H 0.06; H 0.07; H 0.09; H 0.11; H 0.12; H 0.11; H 0.13; H 0.12; H 0.12; H 0.17; H 0.16; H 0.17; H 0.16